1.
# C24H37AlN2OSb2Te

C24H37AlN2OSb2Te as an isolated structure (ωB97M-V/def2-TZVPD, the Open Molecules 2025 dataset).

The charge is +2. The calculation puts the frontier orbital gap at 0.2945 hartree. As for the LUMO energy: -5.39 eV. The electronic energy comes out at -2111.99129 hartree. For the strongest force on any atom, the calculation gives 0.37 eV/A.

Last column: Löwdin charge in e.
Geometry (Å):
Al  -0.517  -0.637  -1.023  -0.2172
C  0.401  -1.451  2.839  -0.2591
Sb  -1.165  -0.770  1.587  1.4271
C  -2.775  -2.013  2.139  -0.2353
C  -1.645  1.128  2.460  -0.2656
C  -0.462  2.051  2.524  -0.2836
C  0.373  1.960  3.641  -0.0534
C  1.478  2.779  3.791  -0.0555
C  1.761  3.728  2.821  -0.0554
C  0.936  3.840  1.716  -0.0541
C  -0.173  3.008  1.541  -0.2886
C  -1.005  3.192  0.306  -0.2740
Sb  -0.223  2.044  -1.323  1.3866
C  1.682  2.931  -1.591  -0.2614
C  -1.312  2.779  -2.982  -0.2661
H  0.008  -1.516  3.853  0.0305
H  1.239  -0.759  2.819  0.0051
H  0.725  -2.439  2.517  0.0227
H  -3.034  -1.802  3.175  0.0345
H  -2.472  -3.054  2.045  0.0310
H  -3.626  -1.815  1.492  -0.0130
H  -1.977  0.877  3.468  0.0826
H  -2.505  1.532  1.927  0.0482
H  0.129  1.251  4.423  0.1184
H  2.097  2.696  4.675  0.1165
H  2.603  4.398  2.937  0.1166
H  1.135  4.611  0.980  0.1185
H  -0.969  4.227  -0.037  0.0838
H  -2.055  2.932  0.435  0.0555
H  1.533  3.984  -1.825  0.0304
H  2.205  2.452  -2.416  0.0209
H  2.267  2.842  -0.678  0.0021
H  -1.159  3.855  -3.049  0.0285
H  -2.371  2.564  -2.854  0.0153
H  -0.967  2.300  -3.895  0.0230
C  3.278  -0.205  0.189  0.0051
N  3.355  -1.279  -0.792  -0.0450
C  4.708  -1.753  -1.116  -0.1178
C  4.656  -3.196  -1.562  -0.1305
C  3.661  -3.319  -2.694  -0.1146
N  2.362  -2.767  -2.282  -0.0442
C  1.189  -3.232  -3.018  -0.0009
C  2.277  -1.781  -1.393  -0.3617
O  1.120  -1.291  -1.084  -0.1304
H  3.717  -0.539  1.130  0.1076
H  2.248  0.088  0.363  0.0667
H  3.839  0.660  -0.168  0.1055
H  5.317  -1.633  -0.221  0.1344
H  5.132  -1.112  -1.894  0.1422
H  4.353  -3.834  -0.730  0.1333
H  5.641  -3.525  -1.890  0.1350
H  3.497  -4.360  -2.964  0.1333
H  4.007  -2.793  -3.589  0.1436
H  1.334  -4.281  -3.263  0.1059
H  1.061  -2.672  -3.947  0.1123
H  0.292  -3.149  -2.414  0.0388
Te  -2.270  -1.309  -2.683  1.0467
C  -3.784  -0.908  -1.247  -0.6383
C  -3.855  0.331  -0.609  -0.2003
C  -4.880  0.598  0.291  -0.0800
C  -5.853  -0.360  0.535  -0.0635
C  -5.793  -1.586  -0.113  -0.0643
C  -4.755  -1.868  -0.991  -0.1444
H  -3.136  1.109  -0.850  0.0533
H  -4.940  1.567  0.773  0.1140
H  -6.666  -0.144  1.215  0.1182
H  -6.558  -2.330  0.065  0.1206
H  -4.715  -2.830  -1.486  0.1036

2.
# C24H37BN5O2S

A 7-piece molecular cluster, C24H37BN5O2S overall (ωB97M-V/def2-TZVPD, the Open Molecules 2025 dataset).

The charge is -1. The calculation puts the frontier orbital gap at 0.3090 hartree. As for the LUMO energy: 2.75 eV. The electronic energy comes out at -1783.90976 hartree. For the strongest force on any atom, the calculation gives 5.39 eV/A.

Last column: Löwdin charge in e.
Geometry (Å):
B  3.976  -21.698  14.627  -0.4227
H  3.992  -20.816  14.006  -0.0444
H  4.462  -22.507  14.103  -0.0210
H  4.529  -21.550  15.542  -0.0446
H  2.939  -21.923  14.817  -0.0190
C  4.758  -18.855  18.648  -0.1640
C  3.824  -19.449  17.520  -0.2516
C  2.470  -19.016  17.772  -0.2390
S  2.184  -19.209  19.590  0.7480
O  1.594  -20.547  19.803  -0.3681
O  1.615  -17.982  20.184  -0.3738
C  4.041  -19.287  19.975  -0.1832
H  4.953  -17.791  18.512  0.1070
H  5.762  -19.275  18.577  0.1042
H  3.988  -20.513  17.352  0.0913
H  4.175  -19.075  16.559  0.0850
H  1.773  -19.591  17.162  0.1023
H  2.334  -17.959  17.541  0.1093
H  4.183  -20.327  20.268  0.0895
H  4.210  -18.695  20.875  0.0845
N  6.472  -21.259  12.870  0.0313
C  6.490  -20.527  11.709  -0.1404
C  7.802  -20.404  11.431  -0.1852
C  8.686  -21.010  12.384  -0.0852
C  7.748  -21.601  13.224  -0.1396
H  5.603  -21.506  13.321  0.0466
H  5.586  -20.256  11.184  0.1200
H  8.188  -19.759  10.656  0.0867
H  9.749  -20.820  12.366  0.0868
H  7.976  -22.168  14.114  0.1051
N  6.908  -18.152  13.640  0.0155
C  7.381  -16.924  13.339  -0.1220
C  6.525  -16.000  14.019  -0.1424
C  5.540  -16.679  14.706  -0.1157
C  5.891  -18.058  14.547  -0.1071
H  7.351  -18.998  13.313  0.0939
H  8.250  -16.803  12.710  0.0989
H  6.595  -14.938  13.834  0.0782
H  4.679  -16.195  15.143  0.0837
H  5.410  -18.966  14.880  0.0798
N  4.447  -23.232  17.425  0.0193
C  3.241  -23.398  18.055  -0.1111
C  3.515  -24.297  19.052  -0.1717
C  4.796  -24.776  19.023  -0.1336
C  5.375  -24.117  17.953  -0.1300
H  4.499  -22.666  16.590  0.0489
H  2.366  -22.840  17.758  0.1142
H  2.790  -24.623  19.784  0.0877
H  5.227  -25.533  19.661  0.0878
H  6.390  -24.183  17.588  0.0945
N  2.345  -21.816  11.817  0.0742
C  2.981  -22.273  10.660  -0.1105
C  2.111  -22.032  9.597  -0.1520
C  0.953  -21.553  10.073  -0.1734
C  1.111  -21.351  11.360  -0.1478
H  2.754  -21.870  12.739  0.0718
H  4.004  -22.615  10.708  0.0965
H  2.304  -22.219  8.551  0.0881
H  0.064  -21.288  9.518  0.1037
H  0.432  -20.965  12.106  0.0886
N  2.002  -19.483  14.424  0.0244
C  0.770  -20.009  14.401  -0.1842
C  -0.157  -18.980  14.231  -0.1085
C  0.588  -17.773  14.123  -0.1164
C  1.893  -18.137  14.224  -0.1457
H  2.844  -20.025  14.556  0.0378
H  0.649  -21.082  14.426  0.1108
H  -1.227  -19.058  14.107  0.0816
H  0.166  -16.806  13.896  0.0861
H  2.772  -17.510  14.249  0.0903

3.
# C24H37BrF5N3O5P

A 2-piece molecular cluster, C24H37BrF5N3O5P overall (ωB97M-V/def2-TZVPD, the Open Molecules 2025 dataset).

The charge is +1. The calculation puts the frontier orbital gap at 0.2574 hartree. As for the LUMO energy: -4.48 eV. The electronic energy comes out at -4891.10619 hartree. For the strongest force on any atom, the calculation gives 9.36 eV/A.

Last column: Löwdin charge in e.
Geometry (Å):
C  2.341  -3.230  3.551  -0.1062
C  3.456  -2.966  2.349  -0.2702
O  3.346  -1.643  1.715  -0.2971
P  2.140  -1.606  0.458  0.7822
O  0.730  -1.862  1.122  -0.3819
C  2.094  0.239  -0.166  -0.1876
C  1.835  0.370  -1.779  -0.2101
C  0.455  1.147  -2.204  -0.1597
C  -0.825  0.876  -1.215  -0.0486
C  -1.496  2.143  -0.357  0.0986
C  -2.760  1.837  0.677  -0.0311
C  -3.342  3.118  1.520  -0.1382
C  -4.129  4.242  0.622  -0.1732
C  -5.003  3.642  -0.630  -0.0799
C  -6.466  3.000  -0.187  -0.1543
F  -6.622  3.022  1.314  -0.0170
F  -7.546  3.929  -0.690  -0.0071
C  -6.786  1.537  -0.856  -0.1394
F  -7.698  0.747  0.042  0.0214
F  -5.599  0.683  -1.096  0.0101
F  -7.583  1.757  -2.119  0.0366
N  -3.281  0.395  0.819  -0.0577
C  -4.426  0.047  1.781  -0.1437
C  -3.945  -0.160  3.335  -0.1159
N  -4.453  0.722  4.278  0.0680
C  -2.713  -0.784  0.028  0.0935
C  -1.455  -0.626  -1.028  -0.1120
C  -0.936  -1.999  -1.779  -0.1266
C  -1.627  -2.050  -3.267  -0.5993
O  -1.224  -2.832  -4.278  -0.0749
Br  -3.201  -0.859  -3.604  0.6940
O  2.544  -2.655  -0.868  -0.2978
C  1.919  -3.981  -0.758  -0.2845
C  1.872  -4.586  -2.316  -0.0768
H  1.721  -2.250  3.777  0.0894
H  2.851  -3.643  4.548  0.0907
H  1.635  -4.091  3.179  0.0762
H  4.512  -2.977  2.905  0.1350
H  3.476  -3.873  1.611  0.1039
H  1.369  0.875  0.507  0.1141
H  3.187  0.666  0.054  0.0829
H  1.862  -0.637  -2.374  0.1023
H  2.733  1.026  -2.213  0.1343
H  0.140  0.788  -3.298  0.1392
H  0.716  2.310  -2.258  0.1348
H  -1.018  3.196  -0.537  0.1214
H  -2.391  3.670  1.984  0.1443
H  -3.957  2.739  2.468  0.1064
H  -4.838  4.859  1.357  0.1436
H  -3.380  5.053  0.176  0.1347
H  -4.375  2.919  -1.334  0.1321
H  -5.274  4.576  -1.322  0.1519
H  -5.187  0.939  1.707  0.1109
H  -4.959  -0.891  1.312  0.1426
H  -3.217  -1.031  3.648  0.1345
H  -5.105  1.413  3.834  0.0330
H  -3.163  -1.878  0.186  0.1611
H  0.229  -2.003  -1.900  0.1006
H  -1.221  -2.989  -1.176  0.1541
H  0.806  -3.981  -0.395  0.1068
H  2.559  -4.770  -0.151  0.1242
H  2.010  -5.758  -2.310  0.0965
H  2.650  -4.017  -2.986  0.0945
H  0.797  -4.318  -2.717  0.0622
C  7.421  2.105  -1.287  -0.0087
C  6.223  1.618  -0.520  -0.5412
O  5.108  2.109  -0.671  0.0032
N  6.402  0.598  0.366  0.0043
C  7.622  -0.106  0.684  -0.0736
H  7.124  2.920  -1.953  0.0876
H  8.179  2.483  -0.595  0.0900
H  7.831  1.294  -1.894  0.0891
H  5.550  0.325  0.844  0.1258
H  7.470  -1.165  0.463  0.0851
H  7.815  0.015  1.752  0.0873
H  8.476  0.265  0.116  0.0793